[1]
25
Properties=species:S:1:pos:R:3 method="wB97M-V/def2-TZVPD" charge=0 homo_lumo_gap_ha=0.2567 total_energy_ha=-1332.5447 multiplicity=1 relative_energy_kcal_mol=0.0
P 1.07 1.34 0.33
P -0.20 -0.57 -0.41
O -0.12 2.37 0.35
O 0.72 -1.72 0.21
O 0.17 -0.70 -2.00
O 0.19 0.50 2.18
C -2.02 0.99 3.12
C -2.41 2.67 0.90
C 2.44 -1.11 -1.45
C -1.01 1.10 2.15
C 1.81 -2.21 -0.55
C -1.24 2.06 1.15
C -3.17 1.79 2.99
C -3.45 2.47 1.80
C 1.50 -0.64 -2.57
H 2.70 -2.52 0.21
H 2.83 -0.19 -0.93
H 1.67 0.55 -2.65
H 1.58 -3.05 -1.29
H -2.28 3.21 -0.07
H -4.04 1.75 3.77
H 1.70 -1.25 -3.42
H 3.37 -1.44 -2.04
H -4.43 2.83 1.77
H -1.73 0.32 3.86

=====

[2]
110
Properties=species:S:1:pos:R:3 method="wB97M-V/def2-TZVPD" charge=0 homo_lumo_gap_ha=0.3289 total_energy_ha=-8904.7645 multiplicity=1
Br 1.88 4.62 -4.21
Br 2.35 1.74 -6.28
Cl -3.39 0.76 -1.16
S -2.46 -0.06 -4.34
Si 0.59 1.12 -1.00
Si -1.87 1.07 -2.51
F 4.17 3.76 -5.23
F 4.08 1.17 -4.30
F 4.09 3.53 -3.11
O -3.19 -7.25 1.48
O 8.14 2.56 -2.75
O -1.88 0.58 -5.50
O -5.65 0.00 5.24
O 8.90 2.49 1.73
O -6.09 0.91 0.80
O -0.47 0.32 -2.03
O -0.92 -3.31 1.72
O -3.88 -0.25 -4.40
N 8.05 4.48 -0.50
N -7.83 0.03 3.23
N -0.62 -6.28 2.59
C 8.60 4.76 0.82
C -1.61 -1.63 -4.21
C -6.90 -0.25 0.86
C -2.12 -3.77 1.12
C 1.25 -0.17 0.11
C 9.03 4.46 -1.58
C -0.70 -3.77 3.04
C -5.05 0.99 1.76
C 0.05 -5.10 3.11
C 1.84 1.41 -3.53
C -8.10 -0.11 1.80
C -1.71 2.86 -2.99
C -2.57 -7.77 2.65
C 9.54 3.71 1.42
C -0.60 3.39 0.58
C -3.95 2.92 -4.12
C -6.78 -0.87 5.25
C 8.42 3.94 -2.86
C -2.68 3.26 -4.07
C -2.70 -7.80 0.27
C 6.75 2.26 -2.82
C 8.88 1.53 0.68
C 1.53 -1.04 0.89
C 1.97 1.84 -2.06
C -0.22 2.37 0.06
C -1.80 -6.68 3.36
C -7.23 -1.16 3.84
C 3.37 3.39 -4.22
C 2.96 1.91 -4.42
C -5.90 1.27 5.83
H 6.65 1.17 -2.81
H -0.56 -1.38 -4.09
H 10.43 3.55 0.81
H -4.96 1.81 5.84
H -2.92 -3.92 1.86
H -3.36 -8.13 3.31
H 1.91 0.33 -3.56
H -4.44 2.89 -5.08
H 0.89 1.67 -3.96
H -5.39 1.51 2.66
H 7.98 1.62 0.08
H -6.47 -1.80 5.72
H -1.63 -3.79 3.61
H 2.90 1.45 -1.66
H 6.31 2.64 -3.74
H 7.76 4.88 1.50
H -7.98 -1.96 3.85
H -1.96 -4.69 0.56
H -7.29 -0.39 -0.15
H -0.69 3.12 -3.26
H 7.58 3.58 -0.47
H -6.26 1.16 6.86
H -6.36 -1.51 3.27
H 0.35 -5.29 4.15
H -6.64 1.84 5.25
H -1.71 -2.14 -5.15
H -0.82 4.27 1.11
H -4.67 0.00 2.03
H 9.76 1.62 0.04
H -2.81 -8.89 0.27
H -2.45 -3.00 0.41
H -1.47 -7.05 4.34
H 8.88 0.54 1.14
H 6.22 2.67 -1.96
H -3.30 -7.39 -0.54
H -7.20 0.81 3.36
H 9.12 5.72 0.78
H -1.95 -2.21 -3.35
H 9.89 4.11 2.38
H -8.66 0.77 1.49
H 9.15 4.07 -3.67
H 9.41 5.47 -1.73
H 0.98 -4.99 2.54
H -4.24 1.57 1.32
H -0.91 -6.10 1.64
H -2.48 -5.84 3.52
H -7.60 -0.45 5.85
H -1.92 3.44 -2.09
H -0.06 -3.02 3.52
H -8.76 -0.97 1.65
H -1.65 -7.53 0.11
H -6.29 -1.13 1.09
H 1.97 2.92 -1.94
H 7.53 4.52 -3.12
H -2.28 3.85 -4.88
H 1.51 -1.91 1.49
H 9.89 3.81 -1.33
H -1.92 -8.62 2.41
H -4.55 2.64 -3.27

=====

[3]
62
Properties=species:S:1:pos:R:3 method="wB97M-V/def2-TZVPD" charge=0 homo_lumo_gap_ha=0.2138 total_energy_ha=-13012.9710 multiplicity=1
Br 2.39 -1.87 -3.44
Br 3.84 -2.07 -0.15
Br 1.78 2.59 -1.93
Br 2.48 0.46 3.68
S 1.39 -3.69 1.90
P -2.78 -1.35 -2.75
P 0.32 -2.32 2.66
F -1.38 2.00 5.01
F -4.58 2.82 3.18
F -2.99 4.51 4.26
O -2.48 -3.10 0.83
O -3.34 2.12 -2.72
O -1.11 2.23 -3.53
O -3.21 -0.73 -4.36
O -0.69 -3.65 -0.63
O -3.90 -0.74 -1.57
O -2.90 -2.95 -2.89
N 1.17 -0.01 0.97
N 1.18 1.40 1.03
C -2.15 2.14 3.76
C -1.41 1.35 -1.03
C -1.87 1.93 -2.48
C -1.04 -0.06 2.65
C 4.87 -1.24 2.60
C 3.60 -1.07 1.52
C -0.95 -0.91 -2.44
C 2.25 0.04 -3.06
C -1.40 -2.63 0.14
C -1.10 -1.04 0.29
C -1.84 1.29 2.35
C 3.65 0.75 -3.64
C -3.25 3.14 3.74
C 2.07 0.60 -1.55
C 1.00 -0.10 -0.56
C -0.63 -0.11 -1.02
C -0.06 -0.74 1.57
C 2.37 -0.30 1.76
H 1.18 -1.26 -0.79
H -2.93 1.05 1.91
H -2.40 1.35 -0.36
H -3.98 -1.26 -4.72
H 4.26 0.01 -4.32
H 1.39 0.52 -3.73
H -1.86 -0.89 2.93
H -0.37 -1.95 -2.53
H -0.75 2.22 -0.53
H 5.71 -1.93 2.17
H 2.20 1.72 0.99
H -3.58 3.09 -2.69
H -0.42 0.05 3.67
H 0.79 1.82 1.86
H 0.86 -1.96 3.97
H -2.22 -0.65 0.42
H -1.36 2.08 1.64
H -4.82 -1.01 -1.89
H -0.58 -0.32 -3.41
H -1.00 -2.89 2.96
H 3.15 0.61 -1.05
H 4.46 -1.75 3.60
H 5.30 -0.17 2.85
H 4.32 1.19 -2.79
H 3.35 1.67 -4.33

=====

[4]
94
Properties=species:S:1:pos:R:3 method="wB97M-V/def2-TZVPD" charge=0 homo_lumo_gap_ha=0.3009 total_energy_ha=-2934.2884 multiplicity=1 smiles="CC[C@H](I)C1=CC(=O)C=C(OC(=O)c2ccccc2)C1=O.COC(=O)OC.COC(=O)OC.COC(=O)OC.COC(=O)OC.COC(=O)OC"
I 2.01 3.67 1.08
O 4.80 -3.01 -0.58
O 5.20 -6.69 -7.84
O 4.46 -5.23 -0.33
O 3.67 -1.92 3.03
O 0.23 -8.29 -5.50
O -6.87 6.63 1.17
O 0.21 0.89 1.23
O 6.86 -7.87 -6.87
O -3.46 10.42 0.83
O -1.28 -1.26 5.04
O 7.23 -6.30 -8.44
O 4.50 -4.20 -2.35
O 0.63 -6.68 -4.12
O -1.51 -7.35 -4.41
O -0.94 -1.31 2.79
O -5.43 4.99 1.76
O -3.19 11.66 2.57
O -5.08 6.37 0.00
O -3.64 9.46 2.86
C -3.84 -0.11 4.74
C 1.97 1.12 2.83
C -3.14 11.80 3.99
C -3.74 9.15 0.24
C -5.06 1.48 3.45
C -2.95 0.74 2.66
C -4.07 1.54 2.50
C 0.97 3.13 3.92
C -3.85 5.68 -0.25
C 0.37 -0.90 2.80
C 2.09 2.62 2.95
C 4.90 -2.89 0.85
C 0.78 0.43 2.19
C -0.69 -9.17 -6.15
C -5.76 5.91 1.05
C 0.78 2.22 5.15
C 6.47 -7.04 -7.64
C -4.96 0.67 4.56
C 4.57 -4.24 -1.01
C 2.76 -1.14 3.21
C 4.26 -7.41 -7.03
C 1.34 -1.66 3.30
C -0.33 -7.43 -4.65
C 2.95 0.36 3.33
C -7.71 6.24 2.27
C 4.26 -5.47 -2.96
C -2.85 -0.06 3.77
C -1.63 -0.92 3.94
C 8.63 -6.57 -8.33
C 0.17 -5.70 -3.19
C -3.45 10.42 2.16
H 3.98 -3.20 1.32
H -0.32 -6.18 -2.34
H 4.44 -7.23 -5.98
H -0.11 -9.82 -6.80
H -2.97 8.42 0.52
H -4.04 4.63 -0.47
H 1.16 -2.63 3.75
H 1.27 4.14 4.22
H 0.06 1.43 4.90
H -0.50 -5.00 -3.67
H -5.77 0.65 5.28
H 8.85 -7.60 -8.60
H -3.18 5.78 0.60
H -3.74 -0.76 5.60
H 1.04 -5.16 -2.83
H 3.04 2.84 3.43
H -2.92 12.85 4.20
H -7.18 6.36 3.21
H 3.30 -5.88 -2.63
H 9.14 -5.91 -9.02
H 5.07 -6.16 -2.74
H -5.95 2.10 3.28
H 3.84 0.77 3.79
H -2.35 11.19 4.42
H -3.40 6.15 -1.12
H -4.10 11.55 4.43
H 4.21 -5.32 -4.03
H -4.11 2.17 1.61
H 1.70 1.71 5.46
H -8.57 6.90 2.26
H -1.40 -8.60 -6.75
H 3.27 -7.04 -7.28
H -8.05 5.22 2.15
H -1.21 -9.79 -5.42
H -3.72 9.27 -0.84
H 0.03 3.17 3.36
H 5.74 -3.49 1.22
H -2.17 0.75 1.90
H 8.99 -6.36 -7.32
H 4.30 -8.47 -7.26
H -4.72 8.79 0.54
H 5.09 -1.85 1.08
H 0.33 2.79 5.97

=====

[5]
13
Properties=species:S:1:pos:R:3 method="wB97M-V/def2-TZVPD" charge=0 homo_lumo_gap_ha=0.3474 total_energy_ha=-340.5986 multiplicity=1 smiles="O=C1NN[C@H]2C[C@@H]12" relative_energy_kcal_mol=123.2
O 1.57 -1.13 -0.99
N 0.20 -1.05 0.74
N -0.91 -0.48 1.11
C 0.82 -0.46 -0.42
C -0.27 1.80 0.06
C -0.16 0.68 -0.84
C -1.13 0.57 0.21
H 0.61 2.34 0.65
H -0.71 2.50 -0.71
H -0.50 -0.18 1.92
H -0.46 0.96 -1.79
H -2.14 0.95 0.10
H 0.10 -2.26 0.70

=====

[6]
32
Properties=species:S:1:pos:R:3 method="wB97M-V/def2-TZVPD" charge=0 homo_lumo_gap_ha=0.3611 total_energy_ha=-734.8613 multiplicity=1 smiles="CC(C)C/C=C/[C@H](C)[C@H](C)P" relative_energy_kcal_mol=13.5
P -1.35 -1.56 -0.77
C -1.44 1.18 -0.60
C -0.13 1.06 0.16
C -2.29 -0.10 -0.25
C 0.97 0.97 -0.54
C 2.38 0.88 -0.09
C 2.88 -0.65 0.02
C -2.24 2.36 -0.02
C 2.57 -1.48 -1.26
C -2.64 -0.25 1.19
C 2.18 -1.20 1.27
H -1.28 1.31 -1.77
H -3.28 1.98 0.23
H 1.57 -1.36 -1.70
H 2.74 -2.57 -1.05
H -0.23 1.12 1.26
H 3.21 1.52 -0.49
H -2.05 -2.56 0.17
H -3.28 -0.14 -0.79
H 3.23 -1.10 -2.02
H -1.78 2.95 0.74
H 2.39 1.19 1.04
H -3.15 -1.23 1.25
H -2.16 -2.12 -1.78
H -1.91 -0.44 1.92
H 2.22 -0.50 2.11
H -3.34 0.51 1.60
H -2.41 3.09 -0.88
H 0.85 1.22 -1.63
H 2.67 -2.01 1.60
H 1.13 -1.44 1.08
H 3.96 -0.64 0.02

=====

Copy entry 3 word for word.
62
Properties=species:S:1:pos:R:3 method="wB97M-V/def2-TZVPD" charge=0 homo_lumo_gap_ha=0.2138 total_energy_ha=-13012.9710 multiplicity=1
Br 2.39 -1.87 -3.44
Br 3.84 -2.07 -0.15
Br 1.78 2.59 -1.93
Br 2.48 0.46 3.68
S 1.39 -3.69 1.90
P -2.78 -1.35 -2.75
P 0.32 -2.32 2.66
F -1.38 2.00 5.01
F -4.58 2.82 3.18
F -2.99 4.51 4.26
O -2.48 -3.10 0.83
O -3.34 2.12 -2.72
O -1.11 2.23 -3.53
O -3.21 -0.73 -4.36
O -0.69 -3.65 -0.63
O -3.90 -0.74 -1.57
O -2.90 -2.95 -2.89
N 1.17 -0.01 0.97
N 1.18 1.40 1.03
C -2.15 2.14 3.76
C -1.41 1.35 -1.03
C -1.87 1.93 -2.48
C -1.04 -0.06 2.65
C 4.87 -1.24 2.60
C 3.60 -1.07 1.52
C -0.95 -0.91 -2.44
C 2.25 0.04 -3.06
C -1.40 -2.63 0.14
C -1.10 -1.04 0.29
C -1.84 1.29 2.35
C 3.65 0.75 -3.64
C -3.25 3.14 3.74
C 2.07 0.60 -1.55
C 1.00 -0.10 -0.56
C -0.63 -0.11 -1.02
C -0.06 -0.74 1.57
C 2.37 -0.30 1.76
H 1.18 -1.26 -0.79
H -2.93 1.05 1.91
H -2.40 1.35 -0.36
H -3.98 -1.26 -4.72
H 4.26 0.01 -4.32
H 1.39 0.52 -3.73
H -1.86 -0.89 2.93
H -0.37 -1.95 -2.53
H -0.75 2.22 -0.53
H 5.71 -1.93 2.17
H 2.20 1.72 0.99
H -3.58 3.09 -2.69
H -0.42 0.05 3.67
H 0.79 1.82 1.86
H 0.86 -1.96 3.97
H -2.22 -0.65 0.42
H -1.36 2.08 1.64
H -4.82 -1.01 -1.89
H -0.58 -0.32 -3.41
H -1.00 -2.89 2.96
H 3.15 0.61 -1.05
H 4.46 -1.75 3.60
H 5.30 -0.17 2.85
H 4.32 1.19 -2.79
H 3.35 1.67 -4.33